{"formula": "C4H7N", "method": "wB97M-V/def2-TZVPD", "total_energy_ev": -5748.0671, "e_above_lowest_kj_mol": 323.21, "e_homo_ev": -8.9, "gap_ev": 10.062, "total_charge": 0, "elements": ["C", "C", "C", "C", "N", "H", "H", "H", "H", "H", "H", "H"], "positions_angstrom": [[-1.85, -0.01, -0.25], [-0.36, 1.17, -0.07], [0.11, -0.22, 0.52], [1.37, -0.83, -0.19], [-1.17, -0.93, 0.30], [-2.86, 0.18, -0.31], [0.06, 1.65, -0.98], [-0.65, 1.87, 0.69], [0.31, -0.16, 1.53], [1.53, -1.86, 0.07], [2.43, -0.31, 0.00], [1.07, -0.55, -1.31]], "nbo_charge": [0.131, -0.458, -0.087, -0.622, -0.406, 0.181, 0.215, 0.203, 0.193, 0.224, 0.217, 0.209]}